Arrangement P

Below is a single C16H26O5 molecule, with properties calculated with ωB97M-V/def2-TZVPD.

The frontier orbital gap comes out at 9.9 eV. The spin multiplicity is 1. Its structure (SMILES) is COC(C[C@H](O)C[C@@H](O)[C@H](C)OCc1ccccc1)OC.

Last column: Löwdin charge in e.
Element x y z (Å)
O1 0.4269 1.2476 1.2737  -0.121
C1 -0.1073 3.7888 3.8099  -0.050
C2 -0.8053 3.8998 1.5210  -0.042
H1 -2.3290 -0.1518 2.6014  0.081
H2 1.6269 -0.5887 0.3827  0.125
H3 2.0162 -2.8450 -0.6757  0.140
C3 -1.6943 4.9094 1.8396  -0.079
H4 2.5028 -4.6832 -3.9465  0.095
C4 -1.7881 5.3658 3.1441  -0.094
H5 -0.1803 -1.5718 -6.2064  0.092
H6 2.9151 -3.4264 -2.7525  0.086
H7 0.1403 -4.0023 -1.2300  0.094
C5 0.2823 -2.4406 -3.1041  -0.412
H8 -0.7719 -2.6972 -2.8999  0.166
H9 -1.7208 1.4439 3.0799  0.075
H10 -0.7256 3.5333 0.5085  0.119
O2 0.9040 -3.7071 -3.2142  -0.144
C6 1.0215 -2.3694 -0.6539  -0.350
H11 1.3595 1.7584 3.0464  0.128
H12 -1.0755 -2.7417 0.9743  0.078
H13 1.7949 -1.1577 -2.2752  0.132
O3 -1.1992 -1.9500 1.5178  -0.018
H14 1.3544 -1.9919 1.4370  0.133
H15 -0.9267 -0.5749 0.0062  0.151
C7 -1.7544 0.7108 2.2784  -0.011
C8 -0.3497 0.2433 1.9030  -0.337
C9 0.8384 -1.5769 -1.9645  -0.046
C10 -0.9914 4.8057 4.1275  -0.086
C11 0.9796 -1.4443 0.5698  -0.074
H16 -1.0616 5.1575 5.1466  0.101
C12 -0.3800 -2.2166 -5.3535  -0.077
H17 -1.4493 -2.1968 -5.1152  0.094
C13 0.9595 2.2288 2.1358  -0.158
H18 -2.2358 1.1587 1.4126  0.091
H19 2.4294 -2.9599 -4.4029  0.096
H20 -2.3143 5.3446 1.0693  0.102
O4 0.0489 -3.3853 -0.4922  -0.030
O5 0.3789 -1.6979 -4.2806  -0.131
H21 0.5087 3.3492 4.5821  0.111
H22 -0.0871 -3.2443 -5.5881  0.092
C14 -0.0082 3.3276 2.5047  -0.224
C15 2.2675 -3.6794 -3.5974  -0.069
H23 0.1439 -0.7508 -1.8206  0.122
H24 -2.4814 6.1555 3.3939  0.099
C16 -0.4270 -0.9392 0.9176  -0.339
H25 0.1677 -0.1048 2.8119  0.156
H26 1.7970 2.6670 1.5780  0.136

Arrangement Q

Below is C16H26O5 as an isolated structure, with properties calculated with ωB97M-V/def2-TZVPD.

The frontier orbital gap comes out at 9.4 eV. The spin multiplicity is 1.

Last column: Löwdin charge in e.
Element x y z (Å)
C1 -1.2246 0.3871 -0.3641  0.029
H1 -5.5462 1.3299 0.5159  0.090
H2 -4.0706 -1.0752 -1.7701  0.047
H3 1.3084 2.7127 -1.8610  0.197
C2 -4.0519 -0.7223 0.2144  -0.754
H4 0.4670 0.2862 -1.5539  0.124
O1 0.6924 -1.1187 -0.0313  0.021
C3 0.3059 0.0206 -0.5402  -0.446
H5 -1.7463 -0.8035 -2.2477  0.076
C4 3.2875 0.6801 -0.5975  -0.271
H6 -3.8843 0.5602 -1.6674  0.197
H7 -3.8981 2.1863 -0.0513  0.140
C5 -1.9921 -0.9308 -1.3302  -0.270
C6 -4.5138 1.5258 0.8180  0.018
H8 -0.9291 -2.1379 -0.4700  0.113
H9 5.3111 -3.2546 -0.0502  0.098
H10 -4.5536 2.2155 1.5620  0.032
O2 -5.3224 -0.8470 0.0753  -0.090
C7 0.9692 1.3174 0.0603  -0.278
H11 1.5634 3.5001 -0.0274  0.085
H12 -5.5802 -2.5342 1.5713  0.140
H13 7.3495 -2.0411 1.1385  0.119
H14 0.6343 1.3626 1.2996  0.217
H15 -5.8014 -0.7778 2.1134  0.055
H16 -1.6354 1.2609 -0.5880  0.055
C8 0.8366 2.7449 -0.4412  -0.040
H17 3.4463 -1.8136 -0.4066  0.004
C9 5.3991 -2.2263 0.2751  -0.016
C10 4.2515 -1.4200 -0.1310  0.100
H18 1.6047 -0.7770 0.3873  0.163
H19 7.4467 0.1438 1.2913  0.144
H20 3.5147 2.0072 -0.7279  0.194
O3 -3.8379 0.2046 0.9706  -0.046
H21 -6.9900 -1.6190 1.0315  0.043
O4 2.4174 0.9322 0.4627  -0.177
C11 -6.0364 -1.4483 1.3545  0.079
C12 -3.4914 -0.5648 -1.1778  -0.024
C13 5.5925 0.6045 0.4335  -0.007
O5 -1.9015 -1.9837 -0.5260  0.015
H22 -0.1311 3.0626 -0.4480  0.008
H23 5.6144 1.5111 0.4769  0.033
H24 -3.7148 -1.4841 0.6523  0.096
C14 6.5652 -0.2647 0.7311  -0.151
H25 2.8018 0.4822 -1.4798  0.102
C15 6.5113 -1.5057 0.7034  -0.160
H26 -1.4979 0.1510 0.5259  0.041
C16 4.4603 0.1609 -0.1760  -0.145

It is arrangement Q that is the least stable of them.

Arrangement P

Below is a 2-piece molecular cluster, C4H13N2O overall, with properties calculated with ωB97M-V/def2-TZVPD.

The frontier orbital gap comes out at 7.3 eV. Its total charge is -1. The spin multiplicity is 1.

Last column: Löwdin charge in e.
Element x y z (Å)
C1 -1.0219 2.6054 -1.7556  -0.211
C2 -0.5680 -1.7180 2.1643  -0.132
C3 0.6846 -2.1403 1.4112  -0.377
H1 1.2822 -1.2262 1.3003  0.088
H2 -1.5123 1.6785 -2.0575  0.053
H3 1.0601 -2.9599 -0.4617  0.033
H4 1.2286 -2.9567 1.8969  0.087
O1 -0.0822 0.1835 -0.5560  -0.316
H5 1.4704 1.3870 0.0929  0.075
H6 -1.2798 -2.5428 2.2003  0.057
H7 -1.0837 3.3326 -2.5762  0.050
H8 -0.0802 -1.7887 -0.4011  0.025
H9 -0.3234 -1.3551 3.1673  0.055
H10 -1.6411 3.0685 -0.9753  0.058
H11 0.8525 2.0562 -2.0616  0.067
H12 -0.1862 1.8589 0.6280  0.081
N1 0.3455 2.4486 -1.2706  -0.145
H13 -0.9283 -0.8435 1.6155  0.056
N2 0.2881 -2.6221 0.0826  -0.042
C4 0.3928 1.3827 -0.2092  -0.563

Arrangement Q

Below is a 2-piece molecular cluster, C4H13N2O overall, with properties calculated with ωB97M-V/def2-TZVPD.

The frontier orbital gap comes out at 7.3 eV. Its total charge is -1. The spin multiplicity is 1.

Last column: Löwdin charge in e.
Element x y z (Å)
H1 0.0396 -0.0513 -0.5532  0.041
H2 0.1233 -2.8044 0.8434  0.024
N1 1.0990 -2.6417 1.0710  -0.046
N2 -0.4585 0.4386 -1.3069  -0.149
H3 -2.2861 0.1535 -2.3133  0.056
C1 1.1509 -1.3202 1.7771  -0.595
H4 -1.2888 2.3278 -1.5597  0.094
O1 0.4459 -0.3381 1.2065  -0.326
H5 1.6047 -2.5366 0.1988  0.022
H6 1.1636 2.5188 -1.1562  0.060
H7 -1.5048 1.6588 0.0592  0.101
H8 0.8146 -1.5490 2.8164  0.065
H9 -2.2622 -0.4898 -0.6527  0.067
C2 -0.7907 1.7449 -0.7726  -0.353
H10 0.9188 1.8761 0.4914  0.048
H11 0.2566 3.4603 0.0431  0.053
H12 -1.3880 -1.3243 -1.9181  0.061
C3 0.4714 2.4540 -0.3169  -0.120
H13 2.2480 -1.1077 1.8384  0.072
C4 -1.6681 -0.3333 -1.5614  -0.176

It is arrangement P that is the least stable of them.

Arrangement P

Below is a single C3H8N4O molecule, with properties calculated with ωB97M-V/def2-TZVPD.

The frontier orbital gap (spin up / spin down) comes out at 7.7 / 7.7 eV. The spin multiplicity is 1. Its structure (SMILES) is C/N=N/C(=O)N(C)N.

Last column: Löwdin charge in e.
Element x y z (Å)
H1 0.5213 -0.1382 -1.6423  0.082
H2 1.4026 -1.4450 -0.8120  0.088
C1 -1.6958 0.0505 -0.1122  -0.510
N1 -0.4061 -1.8264 1.0144  0.096
H3 -0.1395 -1.7876 -1.6486  0.099
C2 0.4135 -1.0508 -1.0600  -0.047
H4 1.9146 1.6251 0.6003  0.075
N2 -0.1161 1.1723 0.7337  -0.034
N3 -1.2289 1.2885 -0.0111  0.040
H5 0.5167 -2.1960 1.2235  0.096
H6 -0.8739 -1.5462 1.8713  0.105
C3 0.9653 2.0068 0.2221  -0.115
H7 0.8171 3.0105 0.6337  0.085
O1 -2.7417 -0.5097 -0.3015  0.073
N4 -0.3270 -0.7400 0.1585  -0.203
H8 0.9779 2.0862 -0.8698  0.070

Arrangement Q

Below is a single C3H8N4O molecule, with properties calculated with ωB97M-V/def2-TZVPD.

The frontier orbital gap comes out at 10.1 eV. The spin multiplicity is 1.

Last column: Löwdin charge in e.
Element x y z (Å)
H1 0.0202 -0.5484 -1.2907  0.141
H2 4.2304 0.5972 0.5185  0.057
C1 -1.3735 0.2286 0.2789  -0.473
H3 1.6745 0.8690 0.9640  0.176
O1 2.5992 -0.7057 -1.4790  0.056
C2 2.6216 0.0104 -0.5267  -0.578
N1 -2.2930 0.7403 -0.7073  0.053
H4 -3.2127 0.8692 -0.3012  0.080
C3 -0.0268 0.0304 -0.3636  -0.080
H5 -1.2258 -1.3073 1.6638  0.075
H6 -1.8182 -1.7899 0.2081  0.072
H7 -2.3839 0.1063 -1.4944  0.073
N2 3.2286 0.4997 0.4895  0.050
N3 -1.8190 -1.0342 0.8874  0.051
N4 1.0657 0.4723 0.0674  0.105
H8 -1.2872 0.9623 1.0854  0.141

Arrangement R

Below is a single C3H8N4O molecule, with properties calculated with ωB97M-V/def2-TZVPD.

The frontier orbital gap comes out at 8.6 eV. The spin multiplicity is 1. Its structure (SMILES) is C/C(N=C(N)N)=N\O.

Last column: Löwdin charge in e.
Element x y z (Å)
H1 -0.7882 -2.6898 0.7745  0.083
H2 0.7952 -0.6842 -1.6194  0.100
H3 2.2427 -1.0533 -0.9277  0.100
H4 -2.6590 0.0093 -0.9264  0.081
H5 2.0705 1.5247 1.3927  0.101
C1 -0.8761 0.2922 0.1984  -0.463
N1 2.2858 0.7844 0.7401  0.149
N2 0.0787 1.1915 -0.0224  0.114
H6 -2.9154 0.2124 0.8109  0.081
H7 -2.4867 1.6213 -0.2019  0.077
O1 -1.0586 -1.9908 0.1621  -0.083
C2 -2.3241 0.5549 -0.0404  -0.021
C3 1.2171 0.4107 -0.0270  -0.508
H8 3.1335 0.9704 0.2232  0.101
N3 -0.3224 -0.8573 0.6144  -0.035
N4 1.6071 -0.2963 -1.1512  0.123

It is arrangement P that is the least stable of them.

Arrangement P

Below is C3H8N4O as an isolated structure, with properties calculated with ωB97M-V/def2-TZVPD.

The frontier orbital gap comes out at 9.1 eV. The spin multiplicity is 1.

Last column: Löwdin charge in e.
Element x y z (Å)
H1 -2.2599 0.7282 -0.8229  0.083
H2 1.3917 -0.8154 1.5264  0.110
O1 -0.8533 -0.0167 1.3578  0.011
H3 -2.5316 -0.9996 -0.4961  0.086
C1 -0.5821 -0.3154 0.0118  -0.618
N1 0.8326 1.7770 0.0507  0.066
N2 0.5132 0.5715 -0.5604  -0.202
N3 0.1973 -1.5155 -0.1786  0.157
H4 2.1259 -2.0951 0.4611  0.110
N4 1.5421 -0.3991 -0.6014  0.105
H5 1.6032 1.7032 0.7116  0.085
C2 -1.8131 -0.2655 -0.8597  -0.006
C3 1.4293 -1.2663 0.5309  -0.253
H6 1.0146 2.4850 -0.6511  0.084
H7 -1.5418 -0.5022 -1.8862  0.084
H8 -1.0680 0.9260 1.4062  0.098

Arrangement Q

Below is C3H8N4O as an isolated structure, with properties calculated with ωB97M-V/def2-TZVPD.

The frontier orbital gap comes out at 9.9 eV. The spin multiplicity is 1.

Last column: Löwdin charge in e.
Element x y z (Å)
H1 1.5330 -2.0191 0.2417  0.063
O1 -3.3412 0.0195 -0.1115  -0.131
N1 2.2009 0.1134 -0.3538  -0.014
N2 0.7656 0.2279 -0.3810  -0.187
H2 0.6884 2.6921 -0.7736  0.181
H3 -3.8615 0.9317 0.2068  0.196
H4 2.4207 -0.7648 -0.9108  0.091
C1 0.5953 1.6706 0.1479  -0.090
H5 -0.2283 1.6452 0.8721  0.037
N3 -2.0176 0.2122 -0.3121  -0.039
N4 0.4657 -2.1664 0.0881  0.135
C2 -1.3394 -0.9626 -0.2840  -0.064
H6 2.3564 -0.5427 0.4993  0.091
H7 -1.7946 -1.9371 0.0861  0.131
C3 0.1252 -0.9601 0.0429  -0.472
H8 1.4314 1.8400 0.9420  0.073

It is arrangement Q that is the least stable of them.

Arrangement P

Below is a single C7H12N4O2 molecule, with properties calculated with ωB97M-V/def2-TZVPD.

The frontier orbital gap comes out at 9.5 eV. The spin multiplicity is 1. Its structure (SMILES) is NCCOCn1ccc(N)nc1=O.

Last column: Löwdin charge in e.
Element x y z (Å)
N1 -3.3481 1.7617 -0.6272  -0.067
H1 -3.4180 -0.8492 -0.6283  0.124
H2 4.3831 1.6736 0.1366  0.126
C1 2.4619 -0.8230 -0.9551  0.008
C2 2.8653 0.3662 -0.2215  -0.424
O1 -1.4528 -1.4205 -0.2997  -0.117
N2 0.6551 -0.9366 0.5311  -0.012
H3 -2.9211 2.7711 -0.8198  0.109
H4 -1.5295 1.2375 0.5512  0.111
H5 -0.9172 -0.9872 1.7770  0.155
N3 3.8858 1.1675 -0.6382  0.110
N4 2.4114 0.6465 0.9328  0.179
H6 -1.4995 0.8771 -1.1434  0.097
H7 -4.0742 1.6334 0.2439  0.126
H8 2.7403 -1.3834 -1.8883  0.123
C3 1.3139 -1.3686 -0.5253  -0.081
C4 -2.6312 -0.5330 0.0686  -0.131
O2 0.6329 0.5883 2.2986  0.001
H9 0.6916 -2.0041 -1.1566  0.147
H10 -0.2978 -2.4388 1.0347  0.124
C5 -2.1574 0.8755 -0.3064  -0.282
H11 -2.8387 -0.6774 1.1044  0.104
C6 -0.5822 -1.4610 0.8148  -0.227
H12 4.4563 1.1444 -1.5324  0.132
C7 1.1701 0.1402 1.2482  -0.437

Arrangement Q

Below is a single C7H12N4O2 molecule, with properties calculated with ωB97M-V/def2-TZVPD.

The frontier orbital gap comes out at 9.5 eV. The spin multiplicity is 1. Its structure (SMILES) is O=[N+]([O-])N1N2C[C@H]3CN1C[C@@H](C2)C3.

Last column: Löwdin charge in e.
Element x y z (Å)
H1 -2.6245 0.0261 -0.5347  0.116
N1 0.6693 0.7507 1.0504  -0.040
H2 2.3656 0.7015 -0.7416  0.138
H3 -1.6943 -0.1750 1.9543  0.140
H4 -1.5967 -1.6166 0.9700  0.106
H5 -0.8699 -0.5303 -2.4299  0.119
H6 -1.4411 2.1856 0.1254  0.156
C1 0.7251 -0.8927 -1.0661  -0.271
H7 0.7941 -2.6415 0.3039  0.125
C2 0.9732 -1.5729 0.2840  -0.094
N2 0.7738 1.4021 2.2954  -0.352
H8 -1.0404 -2.0062 -1.2946  0.118
N3 0.5171 1.3318 -0.1791  -0.113
C3 -0.7860 -0.9401 -1.4076  -0.101
O1 1.0123 0.6985 3.2727  0.069
O2 0.8160 2.6304 2.1600  0.051
N4 0.1831 -0.6942 1.2147  -0.040
C4 -0.9102 1.3440 -0.5159  -0.140
H9 -0.8973 1.8038 -1.6107  0.156
C5 -1.2495 -0.6054 1.0098  -0.139
H10 1.3035 -1.4747 -1.8347  0.143
H11 1.9823 -1.2998 0.4741  0.104
C6 1.3279 0.5813 -1.0791  -0.104
C7 -1.5818 -0.0135 -0.4104  -0.237
H12 1.2486 1.0071 -2.0101  0.090

It is arrangement Q that is the least stable of them.